DFT (wB97M-V/def2-TZVPD) results for an isolated molecule of C22H17N3O2S at a distorted geometry.

Structure (XYZ):
```
45
Properties=species:S:1:pos:R:3
O -0.93 -3.35 -0.07
C -0.95 -2.20 0.34
N 0.15 -1.44 0.61
C 1.50 -1.77 0.54
C 1.92 -3.06 0.23
C 3.26 -3.37 0.18
C 4.22 -2.40 0.46
C 3.82 -1.12 0.77
C 2.47 -0.78 0.81
C 2.17 0.59 1.14
N 3.05 1.50 1.46
N 2.41 2.66 1.64
C 1.16 2.43 1.43
S -0.13 3.58 1.50
C -1.21 2.94 0.13
C -0.42 2.33 -0.98
C -0.74 1.05 -1.43
C 0.04 0.44 -2.39
C 1.14 1.09 -2.92
C 1.45 2.37 -2.49
C 0.67 2.99 -1.53
H 0.93 3.98 -1.18
H 2.30 2.89 -2.90
H 1.76 0.60 -3.66
H -0.21 -0.56 -2.72
H -1.60 0.54 -1.02
H -1.92 2.23 0.56
H -1.75 3.84 -0.20
O 0.92 1.13 1.12
H 4.54 -0.35 0.99
H 5.27 -2.65 0.43
H 3.56 -4.38 -0.06
H 1.18 -3.81 0.02
H -0.04 -0.48 0.85
C -2.23 -1.46 0.57
C -2.38 -0.52 1.59
C -3.58 0.15 1.73
C -4.64 -0.10 0.87
C -4.50 -1.05 -0.13
C -3.30 -1.73 -0.27
H -3.18 -2.48 -1.04
H -5.32 -1.27 -0.79
H -5.57 0.43 0.99
H -3.69 0.88 2.53
H -1.58 -0.33 2.28
```

As for the HOMO-LUMO gap: 8.430 eV. For the energy above the lowest of the compared OMol25 structures with the same formula, charge and spin, the calculation gives 52.7 kJ/mol. As for the SMILES: O=C(Nc1ccccc1-c1nnc(SCc2ccccc2)o1)c1ccccc1.

DFT (wB97M-V/def2-TZVPD) results for an isolated molecule of C22H17N5O3S2 at a distorted geometry.

Structure (XYZ):
```
49
Properties=species:S:1:pos:R:3
O -0.13 -7.54 8.22
O -0.49 -2.11 0.62
N -0.71 1.82 -5.06
N -2.25 7.11 -6.76
O -2.66 -8.56 7.86
S -0.74 -4.10 2.80
S -0.07 3.73 -3.40
C -0.70 -7.17 7.21
C 0.37 -1.86 1.45
C -0.20 2.04 -3.89
C -1.07 3.01 -5.69
C 1.29 -2.79 3.69
C 1.02 -3.82 4.65
C 0.42 -2.77 2.62
C -0.07 -4.57 4.35
C -0.75 4.18 -4.96
C -0.04 -6.21 6.32
C -0.61 -5.70 5.13
C -1.63 8.14 -6.15
C -1.94 5.86 -6.35
C -0.78 7.96 -5.07
C 2.72 1.90 -0.70
C -0.48 6.66 -4.68
C 2.49 0.93 0.32
C 2.01 1.84 -1.88
C 0.81 -0.06 -1.10
C -1.04 5.58 -5.33
C 1.54 -0.05 0.11
C 0.98 0.92 -2.07
N -2.04 -7.55 7.03
N 1.40 -0.93 1.21
N 0.26 0.92 -3.23
H -2.13 -8.78 8.66
H -1.57 3.10 -6.64
H 2.10 -2.13 3.83
H 1.58 -3.94 5.60
H 0.89 -5.81 6.72
H -1.56 -6.14 4.77
H -1.86 9.15 -6.41
H -2.41 5.03 -6.81
H -0.31 8.81 -4.58
H 3.45 2.68 -0.56
H 0.18 6.41 -3.87
H 3.10 0.99 1.22
H 2.22 2.61 -2.65
H 0.03 -0.78 -1.24
H -2.58 -7.17 6.26
H 2.15 -0.93 1.91
H -0.20 0.09 -3.49
```

As for the HOMO-LUMO gap: 6.837 eV. For the energy above the lowest of the compared OMol25 structures with the same formula, charge and spin, the calculation gives 378.4 kJ/mol. As for the SMILES: O=C(/C=C/c1ccc(C(=O)Nc2cccc(Nc3ncc(-c4cccnc4)s3)c2)s1)NO.

DFT (wB97M-V/def2-TZVPD) results for an isolated molecule of C22H17N5OS2 at a distorted geometry.

Structure (XYZ):
```
47
Properties=species:S:1:pos:R:3
N -2.15 4.34 2.73
N -2.55 3.14 2.29
N -3.34 -1.81 -0.25
N -2.78 -2.75 -0.94
O -0.35 3.34 1.97
S -3.16 0.49 1.13
S 0.06 5.65 3.26
C -0.87 4.42 2.60
C -1.51 2.57 1.82
C -1.66 1.31 1.08
C -0.79 0.76 0.30
C -2.55 -0.78 0.07
C -1.45 -2.77 -1.39
C 0.66 -6.04 -2.85
C 3.36 -1.03 -2.40
C 0.83 -4.79 -3.44
C -0.37 -6.27 -1.95
C 2.34 -0.59 -3.12
C 3.13 -1.65 -1.10
C -0.05 -3.79 -3.11
C -1.22 -5.20 -1.53
C 1.10 -0.55 -2.59
C 1.78 -1.83 -0.61
C -1.29 -0.54 -0.30
C -0.91 -3.94 -2.06
C 0.82 -1.36 -1.42
C -0.63 -1.56 -1.03
N 0.40 1.30 -0.04
C 0.26 7.49 5.36
C -0.69 6.45 4.74
H 1.21 -6.95 -3.21
H 4.40 -0.87 -2.70
H 1.64 -4.69 -4.09
H -0.49 -7.24 -1.53
H 2.57 -0.25 -4.08
H 3.89 -2.09 -0.51
H -0.12 -2.85 -3.66
H -2.04 -5.26 -0.74
H 0.27 -0.05 -3.13
H 1.47 -2.39 0.23
H 0.66 2.29 0.18
H 1.03 0.70 -0.51
H 1.24 6.98 5.66
H 0.56 8.27 4.62
H -0.19 7.76 6.33
H -0.85 5.63 5.38
H -1.66 7.01 4.50
```

As for the HOMO-LUMO gap: 7.624 eV. For the energy above the lowest of the compared OMol25 structures with the same formula, charge and spin, the calculation gives 300.4 kJ/mol. As for the SMILES: CCSc1nnc(-c2sc3nnc(-c4ccccc4)c(-c4ccccc4)c3c2N)o1.